A single C5H7NO molecule, computed with ωB97M-V/def2-TZVPD.

Output
Total charge: 0
Orbital gap: 0.3731 Ha
LUMO energy: 0.854 eV
Structure (SMILES): O=C1CC=CCN1
Energy relative to the best compared isomer or geometry (same formula, charge and spin): 0.386 eV
Electronic energy: -324.7103 Eh
E_HOMO: -9.30 eV
M: 97.12 g mol⁻¹

Geometry as XYZ:
```
14
Properties=species:S:1:pos:R:3:forces:R:3
C -0.635458 0.258391 -1.253452 -0.2 0.1 0.0
C 0.535458 1.039312 0.803775 0.1 -0.2 0.1
H 1.183952 -1.967228 -0.141017 -0.1 0.1 0.1
H -1.123863 -1.679249 -1.143501 0.2 -0.5 -0.5
C 0.365935 -1.395286 0.330552 0.0 0.0 0.2
H -1.492593 1.440321 0.231018 0.2 0.1 -0.1
C -0.499342 1.367930 -0.239332 0.1 0.1 -0.1
N -0.609189 -0.979406 -0.656165 -0.1 0.1 -0.1
O -0.892345 0.431065 -2.428783 -0.2 -0.1 0.4
H 0.957854 1.867132 1.366324 0.0 -0.1 -0.1
H 1.702948 -0.411760 1.787501 -0.1 0.1 -0.1
C 0.933230 -0.206534 1.048135 0.0 0.2 0.0
H -0.314912 2.313239 -0.750722 0.1 -0.1 0.1
H -0.111674 -2.077929 1.045666 0.1 0.1 0.0
```
Positions in Å, forces in eV/Å.